(1)
The following is a DFT calculation (the ωB97M-V functional and the def2-TZVPD basis) of an isolated ion of composition C3H8N3 and charge +1.

The geometry in XYZ format:
```
14
Properties=species:S:1:pos:R:3
H 1.3686 0.3122 -1.4087
H -2.1317 1.8848 0.1989
H 0.7868 1.3959 1.3150
H 2.3854 0.6488 -0.1030
C -0.9445 -1.1474 -0.0362
N 0.0744 -1.9420 -0.1113
C 0.5434 1.0329 0.3001
N -2.0738 0.8781 -0.0539
H -0.0569 -2.8599 0.2764
H -1.9745 -1.4903 0.2956
H 0.3594 2.0708 -0.2165
C -0.9802 0.3279 0.0744
H 1.1307 -1.2390 -0.1894
N 1.5132 0.1271 -0.3412
```

LUMO energy (eV): -5.178
HOMO energy (eV): -14.66
Energy above the lowest of the compared OMol25 structures with the same formula, charge and spin (kJ/mol): 305.8
Structure (SMILES): [H]/N=C(/C=[NH2+])CN
Calculated total energy (Ha): -283.04729
HOMO-LUMO gap (eV): 9.484
Charge: +1

---

(2)
The following is a DFT calculation (the ωB97M-V functional and the def2-TZVPD basis) of C24H27Cl2InO2P2 as an isolated structure.

The geometry in XYZ format:
```
58
Properties=species:S:1:pos:R:3
H -0.1533 -4.4249 3.5445
H -0.2495 4.7611 6.0491
C 4.7132 0.0914 2.6063
P 0.0284 1.7139 -1.6458
H 0.4698 -5.5391 -4.6203
C 0.7172 3.0260 3.2742
Cl 1.8554 -3.5619 -3.0271
H 1.7585 -0.4282 5.0926
H 1.2493 -2.4980 2.8506
H 3.2062 0.4858 1.1149
C -0.5698 -3.4185 3.5636
H 4.0942 -0.6768 5.8756
H -1.0556 2.4883 6.6965
C 0.1340 -3.7981 -3.4053
H 1.5084 3.4770 -2.3839
C 0.2166 -2.3337 3.1740
H -1.2319 3.6137 -2.4202
C 0.5510 4.1033 4.1482
H -2.3061 2.3343 -1.7748
H 1.4946 3.3305 -0.5911
H -0.7003 0.5843 5.2204
C 2.5851 -0.2845 4.3907
O -0.7223 -3.3493 -2.6753
C 3.4037 0.2479 2.1658
Cl 2.5236 -0.8113 -1.0258
O -2.9047 1.1968 1.0943
C -0.0311 -4.5630 -4.6836
C -0.3711 1.5637 4.8772
C -0.1179 3.9196 5.3681
H -3.5064 -1.7892 4.1658
H 1.2522 3.1787 2.3304
C -1.3626 2.8710 -1.6186
In 0.2904 -0.3823 -0.2323
C -2.4575 -1.9380 3.9131
C 2.3287 0.0431 3.0492
C -0.5645 2.6522 5.7344
H 5.5405 0.2490 1.9143
C -1.6788 -0.8490 3.5274
C -2.0323 0.6018 0.6515
H 0.1801 1.9115 -4.0521
H 0.9080 0.3664 -3.4619
H -2.1088 0.1570 3.5275
C -0.3238 -1.0344 3.1925
C 0.2237 1.7475 3.6125
H 5.9852 -0.3789 4.2860
C 3.8995 -0.4294 4.8329
H -1.0960 -4.7179 -4.8684
C 4.9637 -0.2598 3.9385
C 1.5129 2.7700 -1.5387
H -1.3997 3.3877 -0.6514
H 2.4197 2.1474 -1.5745
H 0.9447 5.0841 3.8851
C -1.9004 -3.2195 3.9463
H -2.5226 -4.0711 4.2202
P 0.6097 0.3546 2.4526
H -0.8726 0.5343 -3.5576
H 0.3980 -3.9917 -5.5190
C 0.0674 1.0685 -3.3530
```

LUMO energy (eV): -9.255
HOMO energy (eV): -14.27
Calculated total energy (Ha): -2873.89234
HOMO-LUMO gap (eV): 5.016
Charge: +2

---

(3)
The following is a DFT calculation (the ωB97M-V functional and the def2-TZVPD basis) of an isolated ion of composition C8H9O2 and charge -1.

The geometry in XYZ format:
```
19
Properties=species:S:1:pos:R:3
C -0.5843 -0.3456 -1.6702
H -2.3193 0.4000 -2.6698
H -1.3312 2.3015 1.1485
C 0.0892 -0.5290 -0.3564
C -1.6605 0.5530 -1.7432
H -0.2584 2.5137 -0.2005
C -0.0394 0.5608 0.6351
H 0.8750 0.8057 1.1973
H 2.0669 -0.2408 -1.2277
H 1.8865 -0.8305 0.4974
H -1.8113 -0.9405 0.6614
H -0.1943 -1.4742 1.5211
O -0.3193 -1.0774 -2.7403
C -0.6491 -0.7923 0.8184
H 1.5043 -2.0617 -0.9632
C -2.0177 1.3875 -0.6776
O -3.0677 1.9991 -0.5482
C -0.8624 1.7316 0.3032
C 1.5974 -1.0505 -0.5135
```

LUMO energy (eV): 3.813
HOMO energy (eV): -3.30
Energy above the lowest of the compared OMol25 structures with the same formula, charge and spin (kJ/mol): 179.4
Structure (SMILES): C[C@@]12C[C@@H]1CC([O-])=CC2=O
Calculated total energy (Ha): -460.70455
HOMO-LUMO gap (eV): 7.115
Charge: -1

---

(4)
The following is a DFT calculation (the ωB97M-V functional and the def2-TZVPD basis) of one molecule with the formula C4H4O3.

The geometry in XYZ format:
```
11
Properties=species:S:1:pos:R:3
C -0.7084 -0.0112 -0.7746
O 0.4670 1.4108 0.7170
O 0.0894 2.0674 -1.5965
C 0.0070 1.2088 -0.6314
H 0.6590 -1.6511 -0.2722
H -0.5245 -0.5749 -1.6905
C 0.8435 0.0399 1.1610
O 1.4289 -0.1647 2.1617
H -0.5814 -1.3593 1.3291
H -1.7752 -0.0262 -0.7542
C 0.0946 -0.9394 0.3505
```

LUMO energy (eV): 0.260
HOMO energy (eV): -10.86
Energy above the lowest of the compared OMol25 structures with the same formula, charge and spin (kJ/mol): 139.7
Structure (SMILES): O=C1CCC(=O)O1
Calculated total energy (Ha): -380.49382
HOMO-LUMO gap (eV): 11.122

---

(5)
The following is a DFT calculation (the ωB97M-V functional and the def2-TZVPD basis) of a 2-piece molecular cluster, C3H10N2O overall.

The geometry in XYZ format:
```
16
Properties=species:S:1:pos:R:3
C 0.1696 0.1981 -0.9007
H 0.9907 -0.6516 -2.6017
H -1.1419 -2.2903 0.7260
H 0.5284 0.4987 1.6292
N -1.1027 -1.2861 0.5683
O 0.4907 0.1696 2.5423
H -0.2506 -1.8991 -1.1865
H 1.8683 0.7632 -2.0696
N -0.1159 1.3111 -0.1433
H -0.7980 -0.8618 1.4609
H -0.1098 0.7561 3.0191
C 0.8765 0.3488 -2.2007
H 0.1019 2.1232 -0.7149
C -0.3399 -1.0498 -0.5172
H 0.2354 0.8822 -2.8865
H -1.1010 1.4027 0.0968
```

LUMO energy (spin up / spin down) (eV): -3.379 / -6.752
HOMO energy (spin up / spin down) (eV): -13.88 / -15.73
Multiplicity: 2
Energy above the lowest of the compared OMol25 structures with the same formula, charge and spin (kJ/mol): 17.2
Calculated total energy (Ha): -304.77871
HOMO-LUMO gap (spin up / spin down) (eV): 10.500 / 8.983
Charge: +1

---

(6)
The following is a DFT calculation (the ωB97M-V functional and the def2-TZVPD basis) of a 4-piece molecular cluster, H8O4 overall.

The geometry in XYZ format:
```
12
Properties=species:S:1:pos:R:3
H -1.4491 -0.1401 2.6256
O -1.4951 0.0669 -0.9464
H 1.2129 0.0189 -2.4374
O -0.9261 0.2859 1.9646
H -2.0141 -0.6081 -1.2364
H 1.6609 -0.4321 -0.9594
H 1.9269 0.1729 1.2176
O 1.3629 0.7569 0.7336
H -0.6251 -0.0661 -1.3434
H -1.3861 0.1329 1.1656
H 0.4809 0.5009 1.0036
O 1.2509 -0.6891 -1.7874
```

LUMO energy (eV): 0.743
HOMO energy (eV): -11.21
Energy above the lowest of the compared OMol25 structures with the same formula, charge and spin (kJ/mol): 70.8
Structure (SMILES): O.O.O.O
Calculated total energy (Ha): -305.75225
HOMO-LUMO gap (eV): 11.951

---

(7)
The following is a DFT calculation (the ωB97M-V functional and the def2-TZVPD basis) of a 2-piece molecular cluster, C20H22Cl2NO3 overall.

The geometry in XYZ format:
```
48
Properties=species:S:1:pos:R:3
C -3.4721 -0.2436 5.2975
Cl 0.0619 2.9323 -4.0840
C -0.4169 4.2858 -1.3341
H -2.9217 -0.6709 -0.1425
C 5.6150 -0.8569 -1.3029
C 0.6105 2.3400 -2.5635
O -1.5816 -1.8722 -2.0130
C -0.7674 -1.0873 4.8611
H 5.7767 -1.4256 -2.2076
H 2.9461 1.9821 -1.7152
C -2.2964 -1.4260 0.3236
O -1.2167 -2.6984 6.5143
H -0.2624 -1.7252 -0.3896
H -0.7466 4.6448 -2.2986
H 0.1657 5.0312 -0.7991
C -0.5507 -0.3140 -3.5516
C 0.3493 3.0138 -1.4395
C 3.3968 -0.0042 -1.8791
H -4.4797 0.1386 5.3984
H -2.5616 -0.2876 -2.8298
H -1.2863 4.0759 -0.7091
H -1.2816 -3.1280 -0.4801
C 1.6314 -1.2928 -2.8712
C -1.5759 -0.5282 -2.4290
C -3.0201 -1.2660 6.0196
H 0.2402 -1.4703 4.7592
H -0.8575 0.5210 -4.1669
H -1.7644 -0.9511 1.1476
C 2.8925 -1.2319 -2.3035
H -2.9140 -2.2016 0.7646
C -1.2781 -2.0529 -0.6395
H -0.6088 0.4469 3.4102
H 3.4652 -2.1375 -2.1993
Cl 0.8857 2.4214 0.1013
H 6.2000 -1.0662 -0.4177
H 1.2607 -2.2454 -3.2196
N 2.6093 1.0759 -2.0168
C 4.7090 0.1355 -1.2541
H 4.9005 1.0745 -0.7462
C -1.2214 -0.0653 4.1420
C 1.3574 1.0612 -2.5355
C -1.6320 -1.7693 5.8598
H -0.5515 -1.2220 -4.1493
C -2.6088 0.4364 4.3015
H -1.3816 0.1785 -1.6176
C 0.8305 -0.1449 -2.9837
O -3.0157 1.3662 3.6376
H -3.6333 -1.7766 6.7509
```

LUMO energy (eV): -4.415
HOMO energy (eV): -12.02
Calculated total energy (Ha): -1975.83472
HOMO-LUMO gap (eV): 7.606
Charge: +1

---

(8)
The following is a DFT calculation (the ωB97M-V functional and the def2-TZVPD basis) of C37H37N5O5STi as an isolated structure.

The geometry in XYZ format:
```
86
Properties=species:S:1:pos:R:3
O -1.3700 1.9874 -6.4725
H 5.9457 2.4367 -1.7814
C -4.1489 -0.9680 -0.2706
H -1.0790 3.7980 -0.1313
H 1.0166 0.6622 5.3363
C -3.1144 0.1630 6.2626
C -1.9383 3.2144 -0.4409
H 5.5533 -1.3965 1.3038
H -2.1070 -0.2116 -5.0534
H 5.7876 -4.8632 -1.6441
C 0.3855 -2.4097 3.7800
C -4.0839 1.6740 -1.2273
N -1.9922 1.9644 -0.0371
H -0.6983 -2.4691 3.8839
H 0.6054 -2.0877 2.7587
C 4.7181 0.8120 -1.1171
O 2.9616 -0.9240 2.2000
H -3.3057 -0.4213 7.1612
H 1.5094 0.3186 3.6673
H -6.0274 -1.1085 -1.3280
C 2.6915 -3.5327 0.2147
C 2.5587 -0.7752 1.0759
O -2.0612 -0.6084 0.8439
H 2.1484 -5.5850 0.4849
C -2.4850 1.8030 -5.7289
H 2.0972 -1.6330 4.8090
C 5.8641 1.5983 -1.1028
H 0.3643 1.2711 -7.1888
N 2.3661 -0.7542 -1.2324
C -5.1404 0.7958 -1.5916
H -4.1878 -1.9815 0.1043
N -6.0859 1.6652 -3.5494
C -4.8189 1.6245 -4.2355
C -4.0040 3.0313 -1.6211
H 5.4694 -2.4416 -1.3806
C -0.4442 0.9179 -6.5558
H -0.6184 2.3500 5.1875
C -3.9356 0.5552 -4.2692
N 1.3508 -0.2343 0.6991
C -2.9424 3.7995 -1.2303
C -3.0553 1.1741 -0.4144
H -5.2916 3.5570 -5.0145
C 5.6387 -0.5589 0.6241
C -3.0829 -0.1739 0.0610
C 1.2829 -0.2518 -0.6578
H 3.9205 1.0591 -1.8052
C 3.9905 -5.3799 -0.5979
C 4.7340 -3.1243 -0.9750
C 6.7762 0.2281 0.6406
S -0.8008 0.4384 3.8249
C 6.8945 1.3078 -0.2260
H 1.8170 -3.1697 0.7437
H -4.1431 -0.3627 -3.7393
C 1.0199 -1.4657 4.7951
H 7.7872 1.9184 -0.2139
H -2.2665 2.0635 4.5967
H 0.6533 -1.6768 5.8014
C 3.3535 -1.1395 -0.2179
C 0.8373 0.0193 4.4737
N -6.2582 1.2745 -2.3925
H 0.7868 -3.4159 3.8926
H -3.1637 3.7502 -6.3008
C -1.7694 0.8703 6.3492
H -2.8525 4.8376 -1.5125
C 4.6016 -0.2752 -0.2620
H 4.1394 -6.4458 -0.7062
C 2.8738 -4.8975 0.0713
C 3.6210 -2.6349 -0.3045
H 7.5763 -0.0027 1.3312
C -1.3948 1.5946 5.0561
H -0.0527 0.6612 -5.5678
C -4.5585 2.7616 -4.9994
H -1.7770 1.6170 7.1444
H -4.7930 3.4570 -2.2259
H 2.4734 -0.8714 -2.2261
H -3.9279 0.8804 6.1509
C -3.3878 2.8683 -5.7173
O -0.5297 1.3564 2.6058
O 0.2316 0.2096 -1.1870
C -2.7727 0.6381 -5.0222
H -0.9853 0.1592 6.6270
C -5.1880 -0.4708 -1.0849
Ti -0.6195 0.5568 0.7175
H -0.9017 0.0359 -7.0103
C 4.9160 -4.4928 -1.1216
H -3.1573 -0.5210 5.4126
```

LUMO energy (spin up / spin down) (eV): -3.111 / -3.108
HOMO energy (spin up / spin down) (eV): -10.28 / -10.28
Multiplicity: 2
Calculated total energy (Ha): -3329.69021
HOMO-LUMO gap (spin up / spin down) (eV): 7.164 / 7.170
Charge: +1